Here is a molecular structure, C18H20ClN4O5PtS from the Open Molecules 2025 dataset. Energies are from wB97M-V/def2-TZVPD.

Calculated values
**HOMO-LUMO gap (spin up / spin down)**: 0.2916 / 0.1928 Ha
**HOMO level (spin up / spin down)**: -16.9 / -17.8 eV
**ΔE to the lowest compared entry with this formula, charge and spin**: 0.7293 eV
**Calculated total energy**: -61754.5149 eV
**<S²>**: 6.0455
**Spin multiplicity**: 5
**Maximum force**: 0.0170 hartree/bohr
**M**: 634.98 Da
**Net charge**: +3
**LUMO (spin up / spin down)**: -8.939 / -12.556 eV

```
50
C18H20ClN4O5PtS wB97M-V/def2-TZVPD
Pt 0.288 -0.584 -0.691
O -0.332 -0.683 1.826
Cl -0.117 0.719 1.526
O -0.206 1.585 2.615
O -1.049 1.061 0.423
O 1.223 0.786 0.853
N -2.684 -3.362 -1.827
C -2.128 -2.370 -1.168
N -0.889 -2.066 -1.644
C -0.658 -2.928 -2.652
C 0.490 -3.072 -3.495
C 0.450 -4.046 -4.453
C -0.680 -4.876 -4.594
C -1.838 -4.751 -3.764
C -1.782 -3.784 -2.812
H -3.598 -3.753 -1.628
H -2.597 -1.856 -0.340
H 1.354 -2.437 -3.358
H 1.296 -4.194 -5.109
H -0.684 -5.650 -5.351
H -2.690 -5.401 -3.911
C 6.859 3.301 -0.206
C 5.707 2.614 -0.931
C 4.911 1.765 0.055
N 3.812 1.017 -0.609
C 2.762 1.404 -1.270
S 1.886 0.244 -2.256
N 2.328 2.705 -1.338
C 2.394 3.668 -0.331
O 2.711 3.435 0.802
C 2.032 5.079 -0.734
C 2.213 5.622 -1.971
C 1.917 7.011 -2.183
C 1.490 7.842 -1.131
C 1.313 7.299 0.115
C 1.620 5.929 0.331
H 7.444 3.904 -0.898
H 7.532 2.566 0.238
H 6.494 3.952 0.589
H 6.082 1.985 -1.742
H 5.051 3.362 -1.388
H 4.493 2.361 0.862
H 5.537 0.992 0.499
H 3.959 0.016 -0.668
H 1.675 2.871 -2.094
H 2.599 5.050 -2.805
H 2.005 7.414 -3.184
H 1.291 8.888 -1.323
H 0.959 7.892 0.948
H 1.579 5.517 1.333
```

Atom charges from the natural (NBO) analysis, given in e for atoms 1 to 6: atom 1 (Pt): 1.048, atom 2 (O): -0.788, atom 3 (Cl): 2.484, atom 4 (O): -0.677, atom 5 (O): -0.808, atom 6 (O): -0.846